Below is one molecule with the formula ClFH2NOP in a non-equilibrium geometry, with properties calculated with wB97M-V/def2-TZVPD.

Last column: Mulliken charge in e.
Element x y z (Å)
N: -1.101 -0.936 -0.693  -0.577
P: 0.124 0.195 0.296  0.843
O: 1.166 0.557 -0.736  -0.408
F: -0.603 1.545 0.874  -0.268
Cl: 1.406 -0.058 1.778  -0.175
H: -1.805 -1.243 -0.048  0.168
H: 0.813 -0.059 -1.470  0.417

Values from the calculation:
E_HOMO   -0.34502 Ha
ΔE to the lowest compared entry with this formula, charge and spin   52.1 kcal/mol
E_LUMO   -0.17 eV
SMILES   N=[P@@](O)(F)Cl
Orbital gap   9.21 eV
Multiplicity   1

=====

Below is one molecule with the formula ClFIPS in a non-equilibrium geometry, with properties calculated with wB97M-V/def2-TZVPD.

Last column: Mulliken charge in e.
Element x y z (Å)
F: -0.428 -0.133 1.471  -0.170
P: -0.161 0.089 -0.087  0.499
S: -1.021 1.696 -0.789  -0.278
Cl: -0.712 -1.707 -0.761  -0.113
I: 2.323 0.056 0.166  0.062

Values from the calculation:
E_HOMO   -0.36125 Ha
ΔE to the lowest compared entry with this formula, charge and spin   0.0 kcal/mol
E_LUMO   -1.36 eV
SMILES   F[P@](=S)(Cl)I
Orbital gap   8.47 eV
Multiplicity   1

=====

Below is a 2-piece molecular cluster, ClFIPS overall in a non-equilibrium geometry, with properties calculated with wB97M-V/def2-TZVPD.

Last column: Mulliken charge in e.
Element x y z (Å)
F: -0.980 -0.807 0.755  -0.189
P: 0.319 -0.096 0.092  0.342
S: 1.562 0.220 1.608  -0.175
Cl: -1.988 2.631 -1.129  -0.026
I: 1.086 -1.949 -1.326  0.048

Values from the calculation:
E_HOMO (spin up / spin down)   -0.36684 / -0.35744 Ha
ΔE to the lowest compared entry with this formula, charge and spin   78.3 kcal/mol
E_LUMO (spin up / spin down)   -3.41 / -4.13 eV
Orbital gap (spin up / spin down)   6.57 / 5.60 eV
Multiplicity   1

=====

Below is ClFKLi3 as an isolated structure in a non-equilibrium geometry, with properties calculated with wB97M-V/def2-TZVPD.

Last column: Mulliken charge in e.
Element x y z (Å)
Li: 22.017 -35.484 -5.539  0.969
Li: 20.802 -32.798 -6.399  0.993
Li: 23.456 -33.197 -3.505  0.985
K: 24.348 -33.468 -7.596  0.998
Cl: 20.777 -35.030 -3.477  0.017
F: 22.518 -33.411 -5.249  -0.962

Values from the calculation:
E_HOMO (spin up / spin down)   -0.89259 / -0.87466 Ha
E_LUMO (spin up / spin down)   -12.64 / -15.81 eV
Net charge   +3
Orbital gap (spin up / spin down)   11.65 / 7.99 eV
Multiplicity   2